(1)
C37H47N5O5SSeW | ωB97M-V/def2-TZVPD

CARTESIAN COORDINATES (ANGSTROEM)
W 1.238 -0.737 0.316
N 1.480 -1.442 -1.826
C 2.508 -0.695 -2.589
C 3.576 -0.239 -1.605
O 4.679 0.106 -1.976
N 3.180 -0.329 -0.308
C 4.190 -0.134 0.712
C 3.470 -0.269 2.033
O 3.919 -0.561 3.094
O 2.148 0.009 1.851
H 1.770 -2.418 -1.793
H 0.571 -1.417 -2.289
H 2.057 0.166 -3.076
H 2.962 -1.340 -3.339
H 4.636 0.862 0.646
H 4.993 -0.872 0.650
C -0.014 1.146 4.755
C 0.513 2.185 3.763
C 1.814 2.815 4.259
C -0.545 3.226 3.442
C -0.826 4.222 4.370
C -1.766 5.197 4.100
C -2.384 5.214 2.863
C -2.156 4.236 1.899
C -2.773 4.512 0.534
C -4.154 3.883 0.342
C -1.804 4.302 -0.628
C -1.280 3.182 2.237
N -1.046 1.990 1.526
C -1.856 1.214 0.971
C -1.428 -0.256 0.698
N -0.756 -0.846 -0.420
C -1.562 -1.454 -1.468
C -2.090 -0.563 -2.441
C -2.775 -1.034 -3.555
C -3.016 -2.378 -3.723
C -2.593 -3.237 -2.735
C -1.875 -2.834 -1.604
C -1.580 -4.030 -0.700
C -1.733 -3.817 0.798
C -0.310 -4.757 -1.140
C -2.016 0.946 -2.335
C -3.429 1.522 -2.230
C -1.261 1.580 -3.506
H 0.779 0.443 5.018
H -0.839 0.576 4.322
H -0.375 1.620 5.671
H 0.737 1.662 2.839
H 1.701 3.280 5.241
H 2.180 3.567 3.559
H 2.577 2.041 4.354
H -0.289 4.233 5.309
H -1.985 5.968 4.827
H -3.053 6.030 2.615
H -2.956 5.589 0.552
H -4.135 2.793 0.321
H -4.598 4.224 -0.596
H -4.817 4.182 1.155
H -1.439 3.281 -0.709
H -0.932 4.945 -0.503
H -2.285 4.570 -1.571
H -2.937 1.376 0.897
H -2.289 -0.853 1.024
H -3.137 -0.325 -4.288
H -3.553 -2.750 -4.586
H -2.820 -4.292 -2.837
H -2.378 -4.731 -0.958
H -1.716 -4.783 1.305
H -2.697 -3.348 1.012
H -0.955 -3.202 1.225
H -0.116 -5.613 -0.491
H 0.578 -4.130 -1.106
H -0.426 -5.123 -2.163
H -1.476 1.212 -1.431
H -4.003 1.321 -3.136
H -3.397 2.601 -2.092
H -3.979 1.083 -1.394
H -1.817 1.486 -4.440
H -0.283 1.117 -3.647
H -1.101 2.643 -3.316
O 0.186 -1.648 1.766
O -0.335 -0.358 1.738
S 0.846 1.451 -0.832
C 2.164 2.350 -0.261
N 3.064 2.957 0.131
Se 2.104 -3.075 0.832
C 3.337 -3.828 -0.445
C 3.152 -5.197 -0.661
C 3.983 -5.900 -1.516
C 5.009 -5.245 -2.186
C 5.205 -3.892 -1.970
C 4.382 -3.186 -1.099
H 2.351 -5.715 -0.149
H 3.825 -6.961 -1.661
H 5.656 -5.790 -2.861
H 6.013 -3.367 -2.463
H 4.613 -2.149 -0.916

## Properties
- largest force on an atom (hartree/bohr) = 0.019
- Kohn-Sham gap (eV) = 6.68
- highest occupied orbital energy (eV) = -8.408
- energy above the lowest of the compared OMol25 structures with the same formula, charge and spin (kcal per mole) = 50.4

Here are the Löwdin charges for atoms 1 to 6, given in e: 1.58 -0.06 -0.12 -0.58 0.08 -0.21

=====

(2)
C37H48CoN8O3PSi | ωB97M-V/def2-TZVPD

CARTESIAN COORDINATES (ANGSTROEM)
Co 0.526 0.278 -0.198
N -2.633 0.219 0.923
C -2.637 -1.088 1.565
C -3.607 -2.100 0.910
C -5.072 -1.941 1.339
C -5.557 -2.828 2.483
N -5.082 -2.436 3.815
C -3.842 -2.652 4.255
N -3.060 -3.602 3.754
N -3.345 -1.884 5.234
C -1.218 -1.675 1.577
O -0.952 -2.515 2.473
O -0.427 -1.336 0.674
H -3.553 0.647 0.947
H -2.363 0.123 -0.052
H -2.917 -0.923 2.612
H -3.274 -3.128 1.072
H -3.534 -1.939 -0.168
H -5.727 -2.173 0.497
H -5.272 -0.894 1.589
H -5.298 -3.873 2.305
H -6.645 -2.801 2.530
H -5.638 -1.754 4.306
H -3.503 -4.212 3.085
H -2.112 -3.313 3.415
H -3.896 -1.165 5.670
H -2.526 -2.212 5.719
C 3.559 12.542 5.138
O 3.744 12.085 3.809
C 3.360 10.825 3.505
C 3.553 10.438 2.176
C 3.198 9.177 1.762
C 2.640 8.263 2.661
C 2.449 8.657 3.978
C 2.805 9.926 4.411
C 2.275 6.931 2.181
N 2.266 6.558 0.922
C 1.870 5.249 0.938
C 1.634 4.819 2.223
N 1.903 5.909 3.016
C 1.222 3.491 2.536
C 0.969 2.987 3.819
C 0.578 1.678 3.960
C 0.434 0.883 2.820
N 0.661 1.339 1.602
C 1.060 2.616 1.447
C 1.315 3.048 0.086
N 1.159 2.119 -0.893
C 1.402 2.498 -2.138
C 1.800 3.794 -2.486
C 1.956 4.737 -1.505
C 1.717 4.362 -0.177
H 3.912 13.569 5.153
H 4.144 11.947 5.843
H 2.504 12.516 5.420
H 3.990 11.151 1.491
H 3.346 8.873 0.736
H 2.004 7.984 4.701
H 2.643 10.199 5.442
H 1.844 5.961 4.016
H 1.088 3.621 4.689
H 0.390 1.251 4.934
H 0.145 -0.155 2.907
H 1.276 1.752 -2.905
H 1.969 4.027 -3.527
H 2.260 5.752 -1.721
C -1.588 -1.803 -2.179
Si -0.558 -0.203 -2.221
C -1.793 1.212 -2.528
C 0.438 -0.345 -3.843
C 1.829 -0.413 -3.898
C 2.514 -0.553 -5.097
C 1.809 -0.627 -6.288
C 0.423 -0.563 -6.266
C -0.248 -0.424 -5.060
H -1.546 -2.298 -3.151
H -2.641 -1.602 -1.967
H -1.214 -2.495 -1.425
H -2.338 1.048 -3.460
H -1.282 2.172 -2.610
H -2.530 1.305 -1.728
H 2.394 -0.343 -2.974
H 3.596 -0.602 -5.103
H 2.335 -0.733 -7.227
H -0.136 -0.624 -7.191
H -1.331 -0.388 -5.073
C 2.716 -2.495 -1.125
P 2.472 -1.019 -0.072
C 4.076 -0.155 -0.246
C 2.639 -1.761 1.589
H 3.413 -3.187 -0.651
H 3.112 -2.215 -2.099
H 1.761 -2.997 -1.277
H 4.916 -0.849 -0.182
H 4.172 0.587 0.548
H 4.119 0.368 -1.202
H 3.610 -2.246 1.703
H 1.838 -2.484 1.740
H 2.536 -0.986 2.350

## Properties
- largest force on an atom (hartree/bohr) = 0.013
- charge = +1
- Kohn-Sham gap (alpha / beta) (eV) = 6.90 / 6.81
- 2S+1 = 2
- highest occupied orbital energy (alpha / beta) (eV) = -9.267 / -9.212
- energy above the lowest of the compared OMol25 structures with the same formula, charge and spin (kcal per mole) = 13.7

Here are the Löwdin charges for atoms 1 to 6, given in e: 0.18 0.08 -0.31 -0.13 -0.16 -0.16

=====

(3)
C37H48MnN4P2S | ωB97M-V/def2-TZVPD

CARTESIAN COORDINATES (ANGSTROEM)
Mn -0.511 -0.968 0.053
C -3.146 0.398 1.961
P -1.381 0.535 1.599
C -1.247 2.172 0.741
N -2.232 3.016 0.951
C -2.254 4.212 0.318
C -3.310 5.121 0.557
C -3.314 6.318 -0.095
C -2.289 6.655 -1.022
C -1.259 5.800 -1.269
C -1.221 4.561 -0.586
N -0.195 3.706 -0.774
C -0.192 2.554 -0.146
P 1.397 1.752 -0.631
C 2.673 2.915 -0.149
C 1.491 1.463 -2.463
C 2.753 0.626 -2.718
C 0.244 0.706 -2.902
C 1.595 2.805 -3.205
C -0.572 0.876 3.270
C 0.681 1.748 3.168
C -1.577 1.598 4.179
C -0.213 -0.500 3.855
H -3.518 1.324 2.379
H -3.297 -0.428 2.660
H -3.674 0.170 1.037
H -4.091 4.843 1.253
H -4.113 7.027 0.088
H -2.333 7.608 -1.535
H -0.469 6.041 -1.970
H 2.344 3.888 -0.509
H 3.628 2.652 -0.600
H 2.757 2.942 0.936
H 2.688 -0.367 -2.277
H 3.663 1.111 -2.361
H 2.854 0.498 -3.798
H 0.069 -0.197 -2.326
H 0.374 0.383 -3.937
H -0.654 1.324 -2.853
H 2.509 3.347 -2.948
H 0.743 3.450 -3.019
H 1.633 2.584 -4.276
H 0.495 2.680 2.628
H 1.522 1.226 2.712
H 0.987 2.019 4.181
H -1.933 2.531 3.734
H -1.077 1.849 5.117
H -2.437 0.976 4.424
H 0.418 -1.081 3.175
H -1.110 -1.090 4.071
H 0.335 -0.375 4.794
C 1.389 -4.676 -1.501
C 2.590 -3.868 -1.098
C 3.890 -4.439 -1.179
C 4.972 -3.709 -0.808
C 4.785 -2.394 -0.315
C 5.849 -1.589 0.154
C 5.613 -0.353 0.692
C 4.299 0.146 0.750
C 3.267 -0.600 0.245
S 1.567 -0.078 0.388
C 3.463 -1.914 -0.264
N 2.388 -2.641 -0.667
H 1.678 -5.553 -2.081
H 0.700 -4.070 -2.089
H 0.862 -5.022 -0.608
H 4.002 -5.450 -1.551
H 5.974 -4.115 -0.882
H 6.862 -1.976 0.095
H 6.427 0.239 1.091
H 4.117 1.101 1.220
C -2.421 -3.259 1.747
N -2.236 -4.211 0.686
C -1.517 -5.407 1.117
C -1.724 -3.617 -0.514
C -2.598 -2.516 -1.098
C -3.744 -2.836 -1.820
C -4.541 -1.825 -2.335
C -4.186 -0.492 -2.135
C -3.044 -0.182 -1.412
C -2.240 -1.190 -0.875
H -2.559 -3.772 2.697
H -3.272 -2.605 1.562
H -1.522 -2.607 1.843
H -2.159 -6.022 1.745
H -0.606 -5.160 1.688
H -1.230 -5.998 0.248
H -1.552 -4.400 -1.251
H -0.719 -3.166 -0.285
H -4.011 -3.878 -1.978
H -5.438 -2.072 -2.892
H -4.804 0.302 -2.541
H -2.805 0.870 -1.258

## Properties
- largest force on an atom (hartree/bohr) = 0.026
- charge = +2
- Kohn-Sham gap (alpha / beta) (eV) = 6.88 / 6.96
- 2S+1 = 2
- highest occupied orbital energy (alpha / beta) (eV) = -13.172 / -13.164

Here are the Löwdin charges for atoms 1 to 6, given in e: 0.32 -0.20 0.99 -0.36 0.16 -0.18

=====

Values of E_tot, in order: -134825.9622; -112004.0262; -105826.2170, all in eV.